1.
The following is a DFT calculation (ωB97M-V with the def2-TZVPD basis set) of a molecular structure, C33H33F5N6PPd.

Output
frontier orbital gap: 5.116 eV
total charge: +3

The geometry in XYZ format:
```
79
Properties=species:S:1:pos:R:3:mulliken_charge:R:1
C 0.06075 2.76807 3.23025 -0.25
P 2.01746 0.38439 0.09835 2.36
N 0.81528 1.55722 2.83857 -0.60
C 0.22451 -2.45054 4.47109 0.26
H -0.71772 -4.30689 -0.92929 0.73
C 2.73779 1.94743 0.55912 0.23
H 0.50769 3.22430 4.11397 0.52
H -1.55230 -1.06207 -3.91749 0.34
H 1.79247 1.78049 2.66204 0.25
C -2.00318 -2.51652 3.57500 0.51
C 3.89870 4.36181 1.30006 -0.73
H 3.99736 -0.88763 0.30903 0.61
C 1.60327 -1.03096 -2.25892 -0.54
C -0.17674 -2.45818 0.17522 -1.52
H -2.62896 1.09045 2.41340 0.26
H -2.95051 -4.58874 -1.87119 0.52
C 2.02941 -0.10479 -4.43871 -0.79
C -1.45076 3.08221 0.15216 -0.35
C -0.75458 -3.24270 -0.77060 -0.58
F 1.80133 -0.98748 3.53729 -0.44
H 0.80753 0.93262 3.64126 0.40
F 1.13806 -2.87588 5.31674 -0.25
H 1.37138 -1.89773 -1.65416 0.36
H 0.43900 -2.76204 1.00257 0.54
H -1.97181 3.17744 3.81149 0.48
C 4.47842 3.16476 1.70021 -0.88
N -4.92894 -4.21099 -7.12872 -0.38
C -3.59847 -3.52386 -5.01960 0.48
H 0.11569 3.48535 2.41324 0.11
C 2.31447 1.12873 -3.87075 -0.89
C -3.61375 -4.34203 -3.88994 -0.90
H -0.56187 3.60252 0.49956 0.15
H 4.35577 5.30150 1.58152 0.48
C -2.90693 -3.97099 -2.75840 -0.66
N -0.49092 -1.13576 -0.08187 1.71
C -1.05964 -2.98111 4.48678 0.49
H 2.61295 1.96071 -4.49412 0.49
F -2.58834 -1.11293 1.79355 -0.49
H -4.18652 -5.25895 -3.89473 0.49
H -0.61409 1.83099 -1.30406 0.24
N -1.89387 1.76177 2.22222 -0.03
H 1.26916 3.16681 -0.45614 0.71
H -2.85750 -1.71407 -5.90806 0.47
C 2.99931 -0.96801 0.74897 -1.70
C -1.36930 2.32947 3.48212 -1.07
C 1.68329 -1.18394 -3.62937 -0.71
C -2.41207 2.81302 1.30177 -1.11
H 1.49515 -2.15395 -4.07079 0.56
C 1.88096 0.21313 -1.67490 0.86
H -1.73508 -0.31406 -1.65504 0.77
H -1.93913 3.70429 -0.59959 0.52
C -4.33564 -3.90648 -6.19261 -0.17
C 3.90141 1.95495 1.34066 -0.28
H -1.42068 1.56739 4.26166 0.43
H 5.38973 3.16932 2.28313 0.49
N -1.05992 1.76749 -0.39188 -0.31
H -2.57692 3.73962 1.85283 0.39
H -3.38394 2.48828 0.92631 0.45
H 2.30375 5.29552 0.20354 0.49
N -1.44176 -2.39957 -1.60579 0.21
H 2.56759 -1.91560 0.42870 0.37
C 0.54059 -1.46521 3.54814 0.41
F -3.22368 -3.00942 3.56883 -0.25
H 3.05623 -0.94076 1.83068 0.45
C 2.15450 3.15974 0.16558 -0.43
H -1.92878 1.25318 -0.51184 0.22
C -2.87001 -2.33418 -5.02255 -1.00
C 2.73843 4.35968 0.52981 -1.23
C -1.27551 -1.15018 -1.16095 -1.71
H 4.37972 1.03476 1.64989 0.42
H 2.51644 2.24945 -2.07795 0.48
Pd -0.10019 0.46791 1.23658 -0.09
C -2.18639 -2.78692 -2.78223 0.92
H 2.09902 -0.23454 -5.51089 0.49
C -0.38618 -0.97921 2.64790 0.11
F -1.38093 -3.90884 5.35096 -0.23
C -1.65523 -1.53255 2.66617 0.77
C 2.24538 1.29358 -2.49677 -0.41
C -2.15119 -1.96411 -3.89908 -0.02
```

***

2.
The following is a DFT calculation (ωB97M-V with the def2-TZVPD basis set) of a molecular structure, C36H38MnN4O4P in a non-equilibrium geometry.

Output
2S+1: 2
frontier orbital gap (spin up / spin down): 8.329 / 8.102 eV
<S²>: 0.885
total charge: +1

The geometry in XYZ format:
```
84
Properties=species:S:1:pos:R:3:mulliken_charge:R:1
C 4.56399 1.04982 0.91461 -1.02
H 5.14136 1.63275 1.61989 0.56
C -4.52593 -0.80755 1.77324 -0.93
H 2.89855 3.32728 -1.28177 0.36
N 2.12264 0.99312 3.17242 -0.02
H -2.31674 4.45388 2.15120 0.32
H 2.38529 1.27283 -2.54277 0.54
C -0.30213 3.43995 -2.67060 -1.16
O 0.38178 0.06688 2.06789 -0.13
C 1.35156 1.51505 -2.78254 -0.52
H 1.91743 -2.00473 0.51834 0.15
H 1.38466 -0.45231 5.14586 0.48
C 3.17812 1.08552 0.98004 0.38
P -0.85348 -1.45571 0.05644 2.60
C 2.49297 1.86486 2.06460 -0.37
O 0.04587 0.14334 -4.16130 -0.50
H -0.92958 2.89536 -1.96912 -0.07
N 0.46694 0.56522 -2.00892 1.09
C 2.12669 -4.08139 0.99900 -1.18
H -1.79006 5.25717 0.68444 0.30
H -5.48469 -0.40493 1.47276 0.48
C 1.06237 1.15160 -4.23658 -0.71
H -1.12162 -2.27247 2.82092 0.70
H 3.14143 2.64981 2.44678 0.79
C -2.07296 -1.85226 2.52556 -0.72
H 2.02132 -6.16559 1.49185 0.42
H -1.53726 -1.12621 -4.86588 0.52
C 1.16068 3.01951 -2.54791 0.18
H 6.26879 0.24097 -0.10592 0.45
C -3.10393 -1.76809 3.45045 -1.06
H -2.96578 -3.24315 -0.67662 0.30
C -3.21554 -3.17068 -2.78898 -0.93
C -1.68351 2.18642 0.10060 -0.35
C -1.89840 4.28343 1.15991 -0.76
H -3.03658 3.66436 -0.63403 0.31
C -0.51611 3.64492 1.31238 0.03
C 5.18901 0.27471 -0.04290 -0.70
C 0.76643 -0.68945 4.28229 -1.32
C -2.62444 -2.78967 -1.59627 -0.64
H -3.99075 -3.92555 -2.79059 0.47
H 0.66048 1.98401 -4.81052 0.42
C -1.62455 -1.82148 -1.54858 0.40
N -0.51258 2.40788 0.68918 0.56
H -2.94882 -2.12135 4.46216 0.49
H 3.20316 -4.02669 1.10014 0.49
C 3.03047 -0.37596 -0.78806 0.00
H -0.28359 -0.55775 4.53850 0.22
C -4.33261 -1.24403 3.07678 -0.66
H 1.40330 3.10288 -0.37237 0.49
H -0.70507 3.25485 -3.66853 0.41
H 1.71300 3.47181 -3.38091 0.62
C -1.83069 -1.59722 -3.94232 -0.98
C -1.22985 -1.19978 -2.74259 -0.22
H -5.14041 -1.18597 3.79460 0.42
O -1.79032 1.14705 -0.57732 -0.52
H 2.38131 -0.95389 -1.43231 0.50
H 4.83733 -1.10713 -1.66145 0.56
H -3.25527 -2.85550 -4.91346 0.42
C -2.80926 -2.57445 -3.96913 -0.84
C 1.82442 3.53326 -1.27701 -2.15
N 2.40837 0.39484 0.11624 1.11
H -3.65418 -0.53409 -0.16049 0.49
C 0.08018 -5.33332 1.10733 -0.85
H 1.91348 0.72760 -4.76644 0.28
C -0.63509 -4.19845 0.76218 -0.09
H -3.56679 2.86702 0.83925 0.30
H 2.67354 0.99091 4.01310 0.31
C -3.49528 -0.88840 0.84764 -0.39
C -2.69587 3.27724 0.32668 -0.73
Mn 0.30532 0.61446 -0.00634 1.24
H -1.71366 -4.25641 0.70224 0.27
H 0.91925 -1.73343 4.00407 0.24
C 1.46482 -5.27785 1.22110 -0.66
C -2.25662 -1.41025 1.21719 0.51
C 1.40356 -2.94456 0.65582 -0.04
O 0.42724 4.14325 1.88334 -0.64
H 1.69065 4.61239 -1.18568 0.52
C 0.02129 -2.99024 0.51652 0.48
C 4.40279 -0.46830 -0.90560 -1.39
H -0.40797 4.50777 -2.47487 0.49
C 1.07358 0.16506 3.08939 0.28
H -0.44269 -6.26259 1.29172 0.45
C -0.20986 -0.11242 -2.87443 0.60
H 1.60510 2.36023 1.69442 -0.81
```

***

3.
The following is a DFT calculation (ωB97M-V with the def2-TZVPD basis set) of a molecular structure, C12H31BF4N2O2RuSSiTe4.

Output
2S+1: 2
frontier orbital gap (spin up / spin down): 6.189 / 5.908 eV
<S²>: 0.775
total charge: -1

The geometry in XYZ format:
```
59
Properties=species:S:1:pos:R:3:mulliken_charge:R:1
F 4.13341 -1.19315 0.58381 -0.44
H 3.33705 -0.52634 4.20388 0.26
C 2.57260 0.60067 2.49541 -0.82
F 3.19983 -3.22261 1.12946 -0.36
C -0.35894 0.43734 5.18632 -1.20
Te -0.45757 -0.92453 -4.21666 -0.06
H 1.04592 2.86810 -0.37794 0.39
Ru -0.04213 -0.81412 -1.73430 0.12
C -0.80062 4.00511 -3.95979 -0.77
H -0.31291 4.13846 -4.92321 0.27
H -2.01014 2.36301 -0.59874 0.37
C -3.28220 -0.27344 -0.42272 -0.97
B 4.42327 -2.56273 0.94275 0.48
H -3.43382 -0.26145 -3.71728 0.40
S -0.22947 -1.60949 0.56606 -0.47
H -3.39809 0.74902 -0.79460 0.26
H -0.08994 0.23144 6.22313 0.39
H 1.49589 1.14647 -0.31096 0.20
H -2.37345 -3.78718 -2.04414 0.27
H -4.48660 -1.36133 -2.82550 0.39
H -2.79428 -0.22906 0.55224 -0.01
H -3.66873 -3.31710 -0.92974 0.34
Te 2.09949 -0.99177 -5.48726 -0.25
Te 1.63870 -2.76792 -1.96623 0.06
N -0.17790 -0.38727 2.87448 -0.03
C 3.69881 0.11482 3.39948 -1.15
Te 2.33940 -3.47680 -4.54639 -0.25
C 0.21237 -0.62693 4.26712 -0.16
F 5.13859 -2.53053 2.16410 -0.40
F 5.17945 -3.15399 -0.05562 -0.37
Si -2.32276 -1.35714 -1.65838 1.59
H -1.44833 0.46649 5.12089 0.31
H 3.00114 1.26189 1.73762 0.45
H -2.00366 -3.50000 -0.34578 0.32
H -0.09724 4.31320 -3.17867 0.28
H -1.14934 -0.59675 2.68804 0.33
H 4.20353 0.97320 3.84779 0.37
C -2.61395 -3.16004 -1.18172 -1.30
C -3.46143 -1.21770 -3.18613 -1.57
H -4.28908 -0.68121 -0.28787 0.45
H -1.68213 4.65990 -3.91413 0.33
N 1.88359 -0.46989 1.77279 0.60
H -2.32746 1.33275 -2.88570 -0.66
O -0.24945 1.52846 -1.27840 -0.03
O -1.16021 2.65061 -3.85903 -0.27
C -1.97300 2.35519 -2.74741 0.07
H 0.02012 1.42481 4.91823 0.27
H -0.13412 -1.61929 4.57073 0.39
H -2.84551 3.02771 -2.72932 0.45
H 1.28936 -0.64596 4.32916 -0.02
C 0.66720 1.85037 -0.24119 -1.07
H -3.26004 -2.00054 -3.92044 0.36
H -0.84716 3.49030 -1.31004 0.46
H 2.45228 -0.92970 1.05701 0.04
C -1.28230 2.48976 -1.40928 -0.58
C 0.59005 -0.76130 1.80133 -0.31
H 1.82954 1.17977 3.04077 0.55
H 0.19151 1.76312 0.74226 0.46
H 4.42092 -0.46466 2.82969 0.27
```

***

4.
The following is a DFT calculation (ωB97M-V with the def2-TZVPD basis set) of C5H6O in the gas phase.

Output
frontier orbital gap: 9.632 eV
SMILES: Cc1ccco1

The geometry in XYZ format:
```
12
Properties=species:S:1:pos:R:3:mulliken_charge:R:1
H 1.89461 -1.65169 0.27976 0.28
H -0.89650 -0.21817 -1.84895 0.40
C -1.04468 0.81757 1.25371 -0.36
H -1.32809 1.23359 2.20867 0.42
O 0.20434 0.28813 1.18656 -0.32
H -2.67889 1.03468 -0.17407 0.37
C 0.37615 -0.18008 -0.07941 0.42
C 1.69139 -0.80691 -0.38725 -1.05
H 2.51066 -0.08844 -0.27395 0.27
H 1.69474 -1.17342 -1.41690 0.29
C -1.67717 0.70080 0.06257 -0.35
C -0.74542 0.04680 -0.81076 -0.38
```

***

5.
The following is a DFT calculation (ωB97M-V with the def2-TZVPD basis set) of a gas-phase ion, C11H17N4 (charge +1) in a non-equilibrium geometry.

Output
frontier orbital gap: 7.761 eV
total charge: +1
SMILES: CC1=N[C@@]2(C[C@@H]2[n+]2cn(C)cn2)[C@@H](C)C1

The geometry in XYZ format:
```
32
Properties=species:S:1:pos:R:3:mulliken_charge:R:1
C 0.29387 -1.46951 -1.16512 -1.46
N -1.57340 -1.22464 0.23160 0.66
H 1.04920 -2.21593 -1.45985 0.29
H 0.80017 3.38869 -0.33843 0.35
C -4.48678 0.58023 -1.05611 -0.68
H 2.85131 -2.17037 -0.43053 0.32
N -1.97898 -0.52462 1.36752 -0.72
C -0.29812 -1.65587 0.05861 0.27
C -2.50806 -1.07206 -0.69757 -0.10
H 2.07986 -1.47490 1.66417 0.41
H -5.50350 0.47380 -1.07322 0.30
H -3.91446 0.25094 -2.03743 0.28
C 3.28455 -1.15759 -0.02829 -1.50
H 1.85856 3.43377 1.03402 0.32
H -4.24718 1.56950 -0.83358 0.36
C -3.18069 -0.07846 1.08776 -0.22
H 3.32419 1.02898 0.82076 0.30
C 1.69426 2.95357 0.06084 -1.20
H 0.01571 -0.64465 -1.81041 0.44
N 0.59382 0.78591 -0.14977 -0.61
H 2.47975 1.20835 2.36538 0.34
H 4.20779 -1.32077 0.70029 0.37
H 3.64670 -0.69222 -0.90638 0.35
H 2.56906 2.82313 -0.54849 0.32
C 2.41978 0.73192 1.31351 -0.76
H -0.04468 -2.61363 0.33159 0.51
C 2.18506 -0.67035 0.88639 0.50
H -3.67635 0.52410 1.77939 0.49
C 0.89247 -0.55240 0.19292 0.22
H -2.68565 -1.49053 -1.68468 0.47
N -3.56450 -0.28599 -0.20687 0.04
C 1.41626 1.56159 0.53197 0.34
```

***

6.
The following is a DFT calculation (ωB97M-V with the def2-TZVPD basis set) of a molecular structure, C4H5NaO3Rb in a non-equilibrium geometry.

Output
2S+1: 2
frontier orbital gap (spin up / spin down): 5.573 / 5.392 eV
<S²>: 0.756

The geometry in XYZ format:
```
14
Properties=species:S:1:pos:R:3:mulliken_charge:R:1
C -1.50001 1.53540 0.62183 0.40
H -1.27935 -1.14226 -1.15591 0.35
C -0.33759 -1.02459 -0.60748 -0.53
O -2.50726 0.92815 1.11042 -0.79
O 2.70845 0.25269 -0.27784 -0.76
C 1.00599 -1.35875 -0.48712 -0.17
H 0.00597 -1.90218 -1.53635 0.09
C -0.19633 1.04211 0.79509 -1.11
H -1.60626 2.22470 -0.24407 0.24
Na -2.16115 -1.12455 1.79928 0.84
Rb 2.18613 2.32679 -0.62122 0.79
H 0.12094 1.07139 1.85496 0.37
H 1.60527 -2.19999 -0.11364 0.44
O 1.95521 -0.62891 -1.13795 -0.15
```

***

Relative energy (zero: lowest compared OMol25 entry of this formula, charge and spin) (computed, kcal per mole): 43.8; 5.6; 18.3; 3.5; 149.1; 3.8